DFT (wB97M-V/def2-TZVPD) results for C28H20BrHgIPSbSe4 as an isolated structure at a distorted geometry.

```
57
Properties=species:S:1:pos:R:3:lowdin_spin:R:1
Hg 2.52 0.70 -2.88 0.00
C -4.85 -1.00 0.65 0.00
C -3.67 -1.01 1.35 0.00
C -2.48 -0.85 0.70 0.00
C -2.39 -0.61 -0.71 0.00
C -3.61 -0.62 -1.40 0.00
C -4.84 -0.84 -0.72 0.00
P -0.75 -0.45 -1.54 0.00
C -1.03 0.60 -3.05 0.00
C -1.02 2.02 -3.06 0.00
C -1.32 2.75 -4.20 0.00
C -1.60 2.05 -5.37 0.00
C -1.55 0.67 -5.41 0.00
C -1.22 -0.07 -4.28 0.00
C 0.15 0.64 -0.36 0.00
C -0.57 1.45 0.47 0.00
C -0.04 1.83 1.73 0.00
C 1.07 1.18 2.20 0.00
C 1.86 0.36 1.35 0.00
C 3.02 -0.30 1.79 0.00
C 3.79 -0.99 0.92 0.00
C 3.53 -0.89 -0.46 0.00
C 2.40 -0.29 -0.96 0.00
C 1.51 0.26 -0.02 0.00
H -5.79 -1.14 1.16 0.00
H -3.73 -1.09 2.42 0.00
H -1.53 -0.89 1.25 0.00
H -3.69 -0.48 -2.46 0.00
H -5.77 -0.81 -1.28 0.00
H -0.72 2.57 -2.14 0.00
H -1.29 3.84 -4.20 0.00
H -1.73 2.60 -6.25 0.00
H -1.74 0.10 -6.30 0.00
H -1.10 -1.14 -4.40 0.00
H -1.59 1.62 0.23 0.00
H -0.63 2.52 2.35 0.00
H 1.44 1.29 3.22 0.00
H 3.21 -0.28 2.84 0.00
H 4.67 -1.52 1.23 0.00
H 4.23 -1.30 -1.15 0.00
Se 4.99 2.32 -1.72 0.00
Sb 3.83 3.92 -3.18 -0.01
Se 2.18 5.13 -1.99 0.54
Se 4.51 6.23 -3.88 0.47
Se 2.63 2.30 -4.73 0.00
Br 2.70 -4.63 2.74 0.00
C 1.52 -3.51 3.71 0.00
C 1.68 -3.38 5.08 0.00
C 0.86 -2.53 5.81 0.00
C -0.13 -1.78 5.21 0.00
C -0.30 -1.91 3.87 0.00
C 0.51 -2.80 3.09 0.00
I 0.24 -2.88 1.05 0.00
H 2.45 -3.92 5.62 0.00
H 0.99 -2.56 6.91 0.00
H -0.84 -1.17 5.80 0.00
H -1.01 -1.32 3.36 0.00
```

Calculated values
**2S+1**: 2
**Gap between HOMO and LUMO (spin up / spin down)**: 6.74 / 6.17 eV
**Energy above the lowest of the compared OMol25 structures with the same formula, charge and spin**: 23.7 kcal/mol
**LUMO energy (spin up / spin down)**: 1.9634 / 1.4135 eV
**Net charge**: -1
**HOMO level (spin up / spin down)**: -4.78 / -4.76 eV
**Calculated total energy**: -14291.533899 Ha
**<S²>**: 0.759

---

DFT (wB97M-V/def2-TZVPD) results for C28H27BN12RhS as an isolated structure.

```
70
Properties=species:S:1:pos:R:3:lowdin_spin:R:1
Rh 0.13 -0.10 -0.15 2.78
C 3.38 2.71 -0.71 0.02
C 2.02 2.48 -0.78 0.02
N 1.77 1.17 -0.68 0.18
N 2.97 0.54 -0.57 0.01
C 3.95 1.45 -0.57 0.03
B 3.09 -1.01 -0.55 0.00
N 2.40 -1.54 0.76 0.02
C 2.71 -2.56 1.54 0.05
C 1.90 -2.55 2.67 0.03
C 1.10 -1.45 2.52 0.04
N 1.39 -0.80 1.36 0.19
N 2.22 -1.53 -1.75 0.01
C 2.54 -2.26 -2.83 0.03
C 1.43 -2.36 -3.65 0.01
C 0.44 -1.66 -2.99 0.02
N 0.92 -1.18 -1.83 0.18
N 4.51 -1.42 -0.69 0.00
C 5.33 -1.18 -1.75 0.00
C 6.60 -1.55 -1.40 0.00
C 6.47 -2.03 -0.09 0.00
N 5.23 -1.95 0.34 0.00
H 3.90 3.65 -0.78 0.00
H 1.22 3.18 -0.94 0.00
H 4.97 1.15 -0.48 0.00
H 3.53 -3.22 1.27 0.00
H 1.93 -3.24 3.50 0.00
H 0.33 -1.06 3.16 0.01
H 3.53 -2.67 -2.93 0.00
H 1.37 -2.86 -4.60 0.00
H -0.57 -1.47 -3.29 0.00
H 4.95 -0.73 -2.66 0.00
H 7.49 -1.49 -2.01 0.00
H 7.23 -2.43 0.56 0.00
S -6.88 2.22 -2.17 0.00
N -5.68 3.03 -1.46 0.00
C -4.68 2.17 -1.32 0.00
C -3.39 2.48 -0.73 0.00
C -3.07 3.72 -0.18 0.00
C -1.84 3.88 0.43 0.00
C -0.95 2.82 0.45 0.01
N -1.23 1.65 -0.12 0.13
C -2.44 1.46 -0.67 0.02
C -2.76 0.10 -1.14 0.02
N -1.80 -0.83 -1.00 0.14
C -2.09 -2.10 -1.29 0.02
C -3.33 -2.49 -1.77 0.00
C -4.30 -1.54 -1.97 0.00
C -4.02 -0.21 -1.64 0.00
C -4.99 0.87 -1.76 0.00
N -6.22 0.75 -2.23 0.00
H -3.79 4.52 -0.22 0.00
H -1.57 4.82 0.91 0.00
H 0.01 2.90 0.94 0.00
H -1.29 -2.82 -1.14 0.00
H -3.52 -3.54 -1.98 0.00
H -5.28 -1.79 -2.35 0.00
C -2.91 -0.44 4.38 0.05
C -3.25 -0.42 2.89 0.09
C -4.45 -1.31 2.58 0.02
C -2.07 -0.84 2.08 0.72
H -3.78 -0.12 4.97 0.01
H -2.08 0.23 4.62 0.00
H -2.65 -1.45 4.70 0.00
H -3.49 0.62 2.61 0.01
H -4.25 -2.34 2.87 0.00
H -4.71 -1.30 1.52 0.00
H -5.33 -0.98 3.14 0.00
H -1.35 -0.08 1.77 0.05
H -1.80 -1.88 1.95 0.04
```

Calculated values
**2S+1**: 6
**Gap between HOMO and LUMO (spin up / spin down)**: 7.19 / 5.01 eV
**Energy above the lowest of the compared OMol25 structures with the same formula, charge and spin**: 0.0 kcal/mol
**LUMO energy (spin up / spin down)**: -6.3659 / -9.1006 eV
**Net charge**: +2
**HOMO level (spin up / spin down)**: -13.56 / -14.12 eV
**Calculated total energy**: -2273.314639 Ha
**<S²>**: 8.765